The following is a quantum chemistry calculation of a 4-piece molecular cluster, C24H22N2O8S overall at a distorted geometry, from OMol25.

## Properties
SMILES string   NCCCCOC(=O)N=C=S.O=C1C=CC(=O)C=C1.O=C1C=CC(=O)C=C1.O=C1C=CC(=O)C=C1
Kohn-Sham gap   7.8 eV

```
! RIJCOSX wB97M-V def2-TZVPD def2/J DEFGRID3
* xyz 0 1
N 1.257 4.050 2.379
C 1.232 2.964 1.383
C -0.202 2.469 1.208
C -0.310 1.075 0.594
C 0.362 -0.002 1.451
O 1.392 -0.699 0.716
C 2.655 -0.435 1.054
O 3.082 -0.312 2.164
N 3.530 -0.382 -0.072
C 3.065 -0.211 -1.193
S 2.575 0.095 -2.628
H 2.106 4.593 2.296
H 1.231 3.664 3.314
H 1.593 3.384 0.445
H 1.891 2.152 1.706
H -0.675 2.470 2.193
H -0.752 3.187 0.605
H 0.062 1.066 -0.430
H -1.373 0.833 0.573
H 0.760 0.419 2.371
H -0.361 -0.757 1.749
O 0.357 -3.683 1.946
C 1.295 -4.392 1.641
C 2.660 -3.834 1.505
C 3.694 -4.597 1.161
C 3.517 -6.050 0.902
O 4.455 -6.751 0.591
C 2.146 -6.609 1.034
C 1.114 -5.841 1.374
H 2.749 -2.776 1.703
H 4.697 -4.206 1.052
H 2.041 -7.667 0.833
H 0.107 -6.226 1.468
O -2.400 8.953 -2.117
C -2.438 7.865 -1.586
C -2.719 6.635 -2.371
C -2.762 5.440 -1.789
C -2.531 5.287 -0.331
O -2.566 4.198 0.201
C -2.247 6.513 0.454
C -2.204 7.708 -0.128
H -2.885 6.773 -3.432
H -2.966 4.529 -2.339
H -2.077 6.372 1.514
H -1.998 8.618 0.422
O -2.491 -1.418 -3.058
C -2.199 -2.516 -2.635
C -2.944 -3.729 -3.062
C -2.626 -4.935 -2.598
C -1.511 -5.118 -1.633
O -1.219 -6.216 -1.209
C -0.769 -3.906 -1.208
C -1.086 -2.701 -1.671
H -3.751 -3.571 -3.765
H -3.154 -5.832 -2.893
H 0.036 -4.057 -0.506
H -0.554 -1.805 -1.372
*
```

=====

The following is a quantum chemistry calculation of C24H22N4NiO6PS6 as an isolated structure at a distorted geometry, from OMol25.

## Properties
Energy relative to the best compared isomer or geometry (same formula, charge and spin)   123.77 kJ/mol
Kohn-Sham gap (alpha / beta)   4.4 / 4.5 eV

```
! RIJCOSX wB97M-V def2-TZVPD def2/J DEFGRID3
* xyz -2 4
Ni 1.083 1.613 0.304
S 1.549 7.831 -3.544
C 1.474 6.455 -2.639
S 2.457 5.054 -2.937
C 1.824 4.037 -1.636
C 0.865 4.628 -0.855
S 0.171 3.940 0.529
S 0.388 6.259 -1.303
S 2.396 2.449 -1.451
S 1.783 1.906 3.651
C 0.809 1.692 2.354
O 2.491 -1.441 -0.889
C 3.032 -0.676 -0.041
O 2.402 0.108 0.692
C 4.510 -0.834 0.174
C 5.173 -1.918 -0.393
C 6.509 -2.141 -0.120
C 7.199 -1.273 0.710
C 6.543 -0.191 1.277
C 5.204 0.029 1.015
H 4.624 -2.581 -1.047
H 7.018 -3.000 -0.539
H 8.244 -1.450 0.929
H 7.083 0.472 1.939
H 4.666 0.859 1.448
C -0.882 -3.445 -1.079
N -1.229 -2.378 -0.066
C -2.458 -1.607 -0.556
N -2.310 -1.161 -1.884
C -1.991 -2.259 -2.765
N -0.747 -2.910 -2.383
C 0.410 -2.022 -2.518
P 0.434 -0.497 -1.387
C -0.069 -1.489 0.132
C -1.328 -0.081 -1.981
H -1.691 -4.190 -1.069
H 0.062 -3.905 -0.767
H -1.459 -2.811 0.831
H -2.602 -0.750 0.107
H -3.318 -2.283 -0.467
H -1.898 -1.888 -3.787
H -2.801 -3.003 -2.724
H 0.439 -1.674 -3.552
H 1.312 -2.604 -2.341
H -0.254 -0.818 0.967
H 0.804 -2.093 0.385
H -1.241 0.208 -3.031
H -1.718 0.779 -1.445
O -0.513 1.482 2.685
C -1.365 1.326 1.640
O -0.933 1.265 0.471
C -2.746 1.124 1.946
C -3.193 0.678 3.211
C -4.485 0.272 3.377
C -5.408 0.342 2.307
C -4.997 0.911 1.080
C -3.697 1.277 0.903
N -6.689 -0.141 2.461
O -7.016 -0.667 3.553
O -7.493 -0.072 1.501
H -2.480 0.629 4.022
H -4.836 -0.123 4.318
H -5.735 1.029 0.301
H -3.371 1.720 -0.026
*
```

=====

The following is a quantum chemistry calculation of C24H23BBaN4O5S3Te as an isolated structure at a distorted geometry, from OMol25.

## Properties
Energy relative to the best compared isomer or geometry (same formula, charge and spin)   40.64 kJ/mol
Kohn-Sham gap   5.5 eV

```
! RIJCOSX wB97M-V def2-TZVPD def2/J DEFGRID3
* xyz -2 1
Ba 1.489 2.069 1.329
N 0.814 -4.024 -2.753
C 0.933 -2.636 -2.582
C 1.152 -1.805 -3.679
C 1.273 -0.438 -3.505
C 1.154 0.118 -2.239
C 0.876 -0.700 -1.151
C 0.781 -2.069 -1.320
S 1.447 1.844 -1.992
O 1.492 2.430 -3.309
O 0.399 2.310 -1.082
N 2.748 2.016 -1.124
C 3.990 1.582 -1.452
S 4.361 0.403 -2.756
C 6.025 0.485 -2.310
C 6.181 1.327 -1.267
N 5.051 1.942 -0.798
H 1.335 -4.376 -3.541
H 1.040 -4.542 -1.917
H 1.252 -2.235 -4.670
H 1.480 0.215 -4.342
H 0.745 -0.314 -0.148
H 0.601 -2.698 -0.455
H 6.767 -0.102 -2.826
H 7.124 1.541 -0.784
O 4.016 -2.266 1.411
C 3.318 -1.286 1.459
N 2.608 -0.335 1.501
C -2.908 -2.807 -1.947
C -3.880 -2.890 -0.769
C -3.875 -4.334 -0.249
C -5.284 -2.545 -1.287
C -3.497 -1.934 0.363
C -4.293 -1.864 1.507
C -4.004 -1.009 2.571
C -2.879 -0.218 2.473
O -2.391 0.699 3.343
B -1.185 1.271 2.784
O -1.031 0.576 1.506
C -2.072 -0.295 1.349
C -2.359 -1.121 0.285
H -3.226 -3.498 -2.732
H -1.891 -3.078 -1.660
H -2.878 -1.802 -2.373
H -4.142 -5.030 -1.050
H -4.584 -4.465 0.570
H -2.883 -4.600 0.123
H -5.567 -3.222 -2.099
H -5.307 -1.522 -1.665
H -6.032 -2.628 -0.497
H -5.175 -2.491 1.582
H -4.645 -0.969 3.443
H -1.710 -1.123 -0.577
Te 3.532 4.238 3.421
C 2.396 5.869 4.103
C 2.831 6.996 4.751
C 1.795 7.916 5.078
C 0.565 7.487 4.680
S 0.687 5.962 3.891
H 3.875 7.153 4.987
H 1.959 8.853 5.594
H -0.392 7.968 4.801
*
```

=====

The following is a quantum chemistry calculation of C24H23CeCl2N7O7S3 as an isolated structure at a distorted geometry, from OMol25.

## Properties
Energy relative to the best compared isomer or geometry (same formula, charge and spin)   75.31 kJ/mol
Kohn-Sham gap (alpha / beta)   5.0 / 5.0 eV

```
! RIJCOSX wB97M-V def2-TZVPD def2/J DEFGRID3
* xyz 2 1
Ce -0.125 -0.617 0.200
O -4.379 -0.434 -0.908
C -3.116 -0.160 -0.575
O -2.280 -1.079 -0.436
C -2.700 1.203 -1.151
O -1.346 1.401 -0.810
C -0.981 2.697 -0.361
C 0.419 2.580 0.305
O 0.953 1.416 0.269
O 0.926 3.571 0.794
H -4.643 -1.303 -0.571
H -3.362 1.976 -0.752
H -2.818 1.160 -2.243
H -1.689 3.089 0.380
H -0.918 3.405 -1.198
N -0.959 -2.466 3.518
C -1.024 -3.219 2.419
N -0.467 -2.889 1.282
C -0.598 -3.898 0.347
C -1.301 -4.985 0.767
S -1.823 -4.779 2.400
C 0.121 -3.745 -0.904
C 0.148 -4.628 -1.940
S 1.294 -4.131 -3.133
C 1.673 -2.748 -2.138
N 0.975 -2.661 -1.037
N 2.589 -1.848 -2.533
H -0.367 -1.639 3.491
H -1.452 -2.718 4.356
H -1.527 -5.889 0.237
H -0.414 -5.529 -2.072
H 3.163 -2.034 -3.337
H 2.877 -1.135 -1.882
Cl -3.677 -0.904 4.022
C -3.155 0.703 3.479
Cl -4.511 1.833 3.482
C -2.595 0.454 2.061
O -3.446 0.452 1.145
O -1.379 0.239 1.971
H -2.381 1.048 4.167
S 1.689 -0.738 2.564
C 2.129 0.764 3.229
N 2.516 1.778 2.422
C 2.951 2.961 2.881
C 3.032 3.199 4.225
C 2.612 2.192 5.109
C 2.179 0.988 4.620
H 2.281 1.672 1.419
H 3.211 3.698 2.138
H 3.380 4.151 4.589
H 2.625 2.376 6.172
H 1.850 0.197 5.274
N -0.693 -0.002 -4.473
C -0.865 -0.658 -3.304
N 0.030 -0.348 -2.400
C 0.856 0.582 -3.007
C 1.986 1.242 -2.526
C 2.620 2.120 -3.377
C 2.163 2.340 -4.681
C 1.051 1.694 -5.179
C 0.407 0.809 -4.325
H -1.265 -0.089 -5.297
H -1.666 -1.361 -3.144
H 2.324 1.086 -1.509
H 3.492 2.654 -3.035
H 2.698 3.031 -5.312
H 0.700 1.877 -6.183
*
```

=====

Please write out number 3 again, unchanged.
The following is a quantum chemistry calculation of C24H23BBaN4O5S3Te as an isolated structure at a distorted geometry, from OMol25.

## Properties
Energy relative to the best compared isomer or geometry (same formula, charge and spin)   40.64 kJ/mol
Kohn-Sham gap   5.5 eV

```
! RIJCOSX wB97M-V def2-TZVPD def2/J DEFGRID3
* xyz -2 1
Ba 1.489 2.069 1.329
N 0.814 -4.024 -2.753
C 0.933 -2.636 -2.582
C 1.152 -1.805 -3.679
C 1.273 -0.438 -3.505
C 1.154 0.118 -2.239
C 0.876 -0.700 -1.151
C 0.781 -2.069 -1.320
S 1.447 1.844 -1.992
O 1.492 2.430 -3.309
O 0.399 2.310 -1.082
N 2.748 2.016 -1.124
C 3.990 1.582 -1.452
S 4.361 0.403 -2.756
C 6.025 0.485 -2.310
C 6.181 1.327 -1.267
N 5.051 1.942 -0.798
H 1.335 -4.376 -3.541
H 1.040 -4.542 -1.917
H 1.252 -2.235 -4.670
H 1.480 0.215 -4.342
H 0.745 -0.314 -0.148
H 0.601 -2.698 -0.455
H 6.767 -0.102 -2.826
H 7.124 1.541 -0.784
O 4.016 -2.266 1.411
C 3.318 -1.286 1.459
N 2.608 -0.335 1.501
C -2.908 -2.807 -1.947
C -3.880 -2.890 -0.769
C -3.875 -4.334 -0.249
C -5.284 -2.545 -1.287
C -3.497 -1.934 0.363
C -4.293 -1.864 1.507
C -4.004 -1.009 2.571
C -2.879 -0.218 2.473
O -2.391 0.699 3.343
B -1.185 1.271 2.784
O -1.031 0.576 1.506
C -2.072 -0.295 1.349
C -2.359 -1.121 0.285
H -3.226 -3.498 -2.732
H -1.891 -3.078 -1.660
H -2.878 -1.802 -2.373
H -4.142 -5.030 -1.050
H -4.584 -4.465 0.570
H -2.883 -4.600 0.123
H -5.567 -3.222 -2.099
H -5.307 -1.522 -1.665
H -6.032 -2.628 -0.497
H -5.175 -2.491 1.582
H -4.645 -0.969 3.443
H -1.710 -1.123 -0.577
Te 3.532 4.238 3.421
C 2.396 5.869 4.103
C 2.831 6.996 4.751
C 1.795 7.916 5.078
C 0.565 7.487 4.680
S 0.687 5.962 3.891
H 3.875 7.153 4.987
H 1.959 8.853 5.594
H -0.392 7.968 4.801
*
```

=====

What did the second record say?
The following is a quantum chemistry calculation of C24H22N4NiO6PS6 as an isolated structure at a distorted geometry, from OMol25.

## Properties
Energy relative to the best compared isomer or geometry (same formula, charge and spin)   123.77 kJ/mol
Kohn-Sham gap (alpha / beta)   4.4 / 4.5 eV

```
! RIJCOSX wB97M-V def2-TZVPD def2/J DEFGRID3
* xyz -2 4
Ni 1.083 1.613 0.304
S 1.549 7.831 -3.544
C 1.474 6.455 -2.639
S 2.457 5.054 -2.937
C 1.824 4.037 -1.636
C 0.865 4.628 -0.855
S 0.171 3.940 0.529
S 0.388 6.259 -1.303
S 2.396 2.449 -1.451
S 1.783 1.906 3.651
C 0.809 1.692 2.354
O 2.491 -1.441 -0.889
C 3.032 -0.676 -0.041
O 2.402 0.108 0.692
C 4.510 -0.834 0.174
C 5.173 -1.918 -0.393
C 6.509 -2.141 -0.120
C 7.199 -1.273 0.710
C 6.543 -0.191 1.277
C 5.204 0.029 1.015
H 4.624 -2.581 -1.047
H 7.018 -3.000 -0.539
H 8.244 -1.450 0.929
H 7.083 0.472 1.939
H 4.666 0.859 1.448
C -0.882 -3.445 -1.079
N -1.229 -2.378 -0.066
C -2.458 -1.607 -0.556
N -2.310 -1.161 -1.884
C -1.991 -2.259 -2.765
N -0.747 -2.910 -2.383
C 0.410 -2.022 -2.518
P 0.434 -0.497 -1.387
C -0.069 -1.489 0.132
C -1.328 -0.081 -1.981
H -1.691 -4.190 -1.069
H 0.062 -3.905 -0.767
H -1.459 -2.811 0.831
H -2.602 -0.750 0.107
H -3.318 -2.283 -0.467
H -1.898 -1.888 -3.787
H -2.801 -3.003 -2.724
H 0.439 -1.674 -3.552
H 1.312 -2.604 -2.341
H -0.254 -0.818 0.967
H 0.804 -2.093 0.385
H -1.241 0.208 -3.031
H -1.718 0.779 -1.445
O -0.513 1.482 2.685
C -1.365 1.326 1.640
O -0.933 1.265 0.471
C -2.746 1.124 1.946
C -3.193 0.678 3.211
C -4.485 0.272 3.377
C -5.408 0.342 2.307
C -4.997 0.911 1.080
C -3.697 1.277 0.903
N -6.689 -0.141 2.461
O -7.016 -0.667 3.553
O -7.493 -0.072 1.501
H -2.480 0.629 4.022
H -4.836 -0.123 4.318
H -5.735 1.029 0.301
H -3.371 1.720 -0.026
*
```

=====

Please write out number 4 again, unchanged.
The following is a quantum chemistry calculation of C24H23CeCl2N7O7S3 as an isolated structure at a distorted geometry, from OMol25.

## Properties
Energy relative to the best compared isomer or geometry (same formula, charge and spin)   75.31 kJ/mol
Kohn-Sham gap (alpha / beta)   5.0 / 5.0 eV

```
! RIJCOSX wB97M-V def2-TZVPD def2/J DEFGRID3
* xyz 2 1
Ce -0.125 -0.617 0.200
O -4.379 -0.434 -0.908
C -3.116 -0.160 -0.575
O -2.280 -1.079 -0.436
C -2.700 1.203 -1.151
O -1.346 1.401 -0.810
C -0.981 2.697 -0.361
C 0.419 2.580 0.305
O 0.953 1.416 0.269
O 0.926 3.571 0.794
H -4.643 -1.303 -0.571
H -3.362 1.976 -0.752
H -2.818 1.160 -2.243
H -1.689 3.089 0.380
H -0.918 3.405 -1.198
N -0.959 -2.466 3.518
C -1.024 -3.219 2.419
N -0.467 -2.889 1.282
C -0.598 -3.898 0.347
C -1.301 -4.985 0.767
S -1.823 -4.779 2.400
C 0.121 -3.745 -0.904
C 0.148 -4.628 -1.940
S 1.294 -4.131 -3.133
C 1.673 -2.748 -2.138
N 0.975 -2.661 -1.037
N 2.589 -1.848 -2.533
H -0.367 -1.639 3.491
H -1.452 -2.718 4.356
H -1.527 -5.889 0.237
H -0.414 -5.529 -2.072
H 3.163 -2.034 -3.337
H 2.877 -1.135 -1.882
Cl -3.677 -0.904 4.022
C -3.155 0.703 3.479
Cl -4.511 1.833 3.482
C -2.595 0.454 2.061
O -3.446 0.452 1.145
O -1.379 0.239 1.971
H -2.381 1.048 4.167
S 1.689 -0.738 2.564
C 2.129 0.764 3.229
N 2.516 1.778 2.422
C 2.951 2.961 2.881
C 3.032 3.199 4.225
C 2.612 2.192 5.109
C 2.179 0.988 4.620
H 2.281 1.672 1.419
H 3.211 3.698 2.138
H 3.380 4.151 4.589
H 2.625 2.376 6.172
H 1.850 0.197 5.274
N -0.693 -0.002 -4.473
C -0.865 -0.658 -3.304
N 0.030 -0.348 -2.400
C 0.856 0.582 -3.007
C 1.986 1.242 -2.526
C 2.620 2.120 -3.377
C 2.163 2.340 -4.681
C 1.051 1.694 -5.179
C 0.407 0.809 -4.325
H -1.265 -0.089 -5.297
H -1.666 -1.361 -3.144
H 2.324 1.086 -1.509
H 3.492 2.654 -3.035
H 2.698 3.031 -5.312
H 0.700 1.877 -6.183
*
```